C26H34BeCl2F3KN6O17S2 as an isolated structure, computed with ωB97M-V with the def2-TZVPD basis set.

Computed properties:
**E_HOMO**: -12.5 eV
**Gap between HOMO and LUMO**: 1.67 eV
**E_tot**: -142831.048 eV
**Net charge**: +2

Geometry (Å):
N1 1.62 -2.50 -8.53
C1 2.58 -1.71 -7.93
N2 3.19 -0.82 -8.67
C2 4.20 -0.13 -8.09
C3 4.94 0.82 -8.85
C4 5.97 1.52 -8.28
C5 6.33 1.32 -6.93
C6 5.60 0.42 -6.20
C7 4.56 -0.34 -6.74
N3 3.91 -1.26 -6.00
C8 2.95 -1.94 -6.56
C9 2.30 -3.05 -5.75
C10 3.01 -3.18 -4.42
O1 3.87 -3.99 -4.23
Cl1 2.51 -2.03 -3.20
H1 1.20 -2.01 -9.31
H2 0.86 -2.80 -7.93
H3 4.68 0.95 -9.89
H4 6.52 2.24 -8.88
H5 7.14 1.86 -6.48
H6 5.84 0.26 -5.12
H7 1.23 -2.88 -5.56
H8 2.42 -3.98 -6.30
Cl2 5.86 -1.12 -3.78
C11 2.07 0.54 -1.07
C12 0.68 0.55 -1.11
C13 -0.01 1.75 -1.25
C14 0.73 2.92 -1.37
C15 2.11 2.93 -1.34
C16 2.78 1.73 -1.18
N4 0.02 4.20 -1.50
O2 -1.20 4.21 -1.39
O3 0.69 5.20 -1.63
H9 2.60 -0.39 -0.94
H10 0.12 -0.37 -1.03
H11 -1.08 1.77 -1.27
H12 2.65 3.86 -1.42
H13 3.86 1.72 -1.13
C17 -3.61 3.32 1.21
C18 -4.41 2.33 2.04
O4 -4.40 1.17 1.22
C19 -3.27 1.20 0.48
O5 -2.81 0.29 -0.11
O6 -2.69 2.45 0.51
F1 -5.69 2.74 2.21
H14 -4.23 3.85 0.50
H15 -3.08 4.04 1.82
H16 -3.97 2.08 3.01
C20 -1.03 -1.69 4.64
C21 -2.31 -2.08 3.94
O7 -3.02 -0.82 3.89
C22 -2.12 0.15 3.98
O8 -2.37 1.32 3.79
O9 -0.91 -0.30 4.27
H17 -0.16 -2.25 4.31
H18 -1.10 -1.75 5.73
H19 -2.15 -2.42 2.92
H20 -2.89 -2.83 4.48
K1 -1.32 3.17 2.49
N5 -0.26 1.60 -7.93
H21 0.36 2.32 -7.55
H22 0.27 0.71 -8.02
H23 -1.03 1.43 -7.28
H24 -0.62 1.90 -8.84
O10 -6.49 4.03 4.72
H25 -7.39 3.75 4.94
H26 -6.45 3.92 3.76
C23 -6.76 -3.48 7.55
C24 -5.88 -2.39 8.11
O11 -5.01 -2.87 9.15
C25 -3.96 -3.57 8.75
O12 -3.65 -3.81 7.61
O13 -3.30 -3.97 9.83
C26 -2.17 -4.82 9.58
H27 -7.32 -3.96 8.35
H28 -7.47 -3.06 6.83
H29 -6.17 -4.25 7.05
H30 -6.48 -1.62 8.58
H31 -5.28 -1.91 7.33
H32 -1.49 -4.35 8.87
H33 -2.50 -5.78 9.20
H34 -1.67 -4.95 10.53
N6 5.01 2.27 3.25
S1 4.31 1.59 4.53
O14 4.30 0.17 4.48
O15 3.12 2.27 4.93
F2 5.39 1.97 5.57
S2 4.27 2.08 1.87
O16 5.11 2.42 0.78
O17 2.92 2.52 1.87
F3 4.15 0.51 1.75
Be1 0.42 -0.91 -6.23